1.
13
Properties=species:S:1:pos:R:3:forces:R:3:lowdin_charge:R:1 method="wB97M-V/def2-TZVPD" total_energy_ha=-1210.3545 total_charge=-1 lumo_ev="3.05 / 2.17" spin_multiplicity=3
O -1.4896 -2.8528 0.1090 0.2815 -1.4301 0.4645 -0.07
H 2.7269 -0.5784 -0.6238 -0.1201 -1.4919 -1.2467 0.02
N -1.9634 -1.6953 0.0212 2.3828 -0.8338 0.1017 -0.50
H 3.0081 0.0627 0.9590 -1.8312 0.5104 -1.7964 0.11
S 0.0112 2.0998 -0.0387 2.5820 -1.5960 -0.0484 0.84
O -3.1179 -1.4105 -0.1730 -4.3711 0.5248 -0.6585 -0.02
C -1.1182 -0.6792 0.0368 0.6730 5.0869 0.4097 -0.08
N 0.1434 -0.6108 0.1165 0.0076 -2.7185 -0.4872 0.04
C 2.3889 0.2384 -0.0702 2.3673 3.4877 2.1536 -0.13
H 2.9484 1.1823 -0.5155 -1.3921 -1.6731 0.8241 0.09
S -2.9376 2.2950 0.0366 -0.1687 -0.0270 0.0244 0.44
C -1.5045 1.5387 0.0911 -1.4911 -2.4039 0.0081 -1.19
C 0.9043 0.4102 0.0509 1.0802 2.5643 0.2509 -0.56


2.
58
Properties=species:S:1:pos:R:3:forces:R:3:lowdin_charge:R:1 method="wB97M-V/def2-TZVPD" total_energy_ha=-4790.0413 e_above_lowest_kj_mol=268.1 total_charge=+2 lumo_ev="-10.53 / -10.04" spin_multiplicity=2
H -0.1341 2.5873 -0.9563 -0.0638 -0.1923 0.0746 0.08
C 2.1274 0.9013 -1.6813 -0.0380 0.0820 0.0260 -0.14
C -1.8152 -2.3454 -2.5531 -0.2317 -0.2473 -0.1012 -0.10
Pd 0.2724 0.8244 1.5274 -0.1535 -1.3815 0.3690 0.65
H -1.9202 -0.3565 -4.2374 0.0010 0.1047 -0.0335 0.10
H -0.5454 0.2013 5.6430 0.1010 -0.0092 -0.1448 0.13
O -0.5567 2.6587 -0.0904 0.1086 -0.4388 -0.1110 -0.21
H -0.9585 -1.0557 3.6141 0.2561 0.0092 -0.2085 0.11
H 2.1277 1.8008 -2.3016 0.0375 0.1456 0.0767 0.10
C -1.9142 1.3140 4.4283 0.4471 0.1541 -0.2117 -0.17
H -1.9364 0.4222 -2.6478 -0.0882 0.0652 0.0009 0.08
Cl 2.1207 2.2725 1.7618 0.2715 -0.4041 0.0763 0.23
H -0.9915 2.4517 2.8151 -0.2665 0.1794 0.1491 0.07
C 1.7287 -3.3139 -0.5311 0.1280 -0.2210 0.1706 -0.10
H -2.0617 0.4166 0.3372 -0.0038 -0.1293 -0.0253 0.09
H 1.5272 1.0764 -0.7825 0.1868 0.0780 -0.2331 -0.01
H -2.1013 1.9600 5.2853 -0.0100 -0.1072 0.0680 0.13
H 0.2633 4.5467 0.2606 -0.0438 -0.0044 0.0444 0.09
N -0.7938 -1.3508 -2.8168 1.2552 0.0886 0.8634 -0.31
C -2.7336 1.4977 1.9741 0.0136 0.5630 0.3207 -0.22
H 3.2325 -0.9710 -3.4512 -0.0415 -0.0909 -0.0412 0.10
H -2.5563 3.0775 3.3668 0.1262 0.0802 0.0164 0.13
H 2.7964 -3.4570 -0.7037 0.1495 0.0156 0.0034 0.09
Ge 2.7444 0.0257 1.9443 0.8659 2.3194 0.3309 0.10
H 2.4217 0.3881 -4.2240 -0.0730 -0.0620 -0.0700 0.10
H 1.6509 -1.2057 -4.2477 0.0646 -0.0140 -0.0806 0.08
H 1.5857 -2.6096 0.2877 -0.0294 -0.0983 0.1134 0.04
Cl 3.2046 0.0621 4.0606 -0.3839 -0.5972 -0.9060 0.24
P 0.4724 -1.2550 -1.7198 0.3583 -1.0486 -2.4392 0.57
Cl 4.6366 0.1210 0.8872 -1.3007 -0.6319 0.4806 0.26
H -1.3808 -3.1933 -2.0267 -0.1081 -0.0307 -0.0706 0.08
C -1.3094 -0.1163 -3.3674 -0.0446 0.1443 -0.2080 -0.09
N 1.5595 -0.1926 -2.4278 -1.0012 -0.4149 1.0045 -0.31
H -0.4848 0.5229 -3.6745 -0.0814 0.0535 -0.0692 0.08
H -2.2319 -2.6823 -3.5045 -0.0388 -0.0725 0.0880 0.10
H -2.6956 0.5517 4.4319 -0.0829 -0.0672 0.0799 0.12
H 0.6586 -0.7800 3.8525 -0.4315 -0.0911 0.1009 0.02
N -1.9190 0.4498 1.3416 0.2852 -0.2073 -0.1585 -0.03
H -2.9422 2.2559 1.2181 -0.0090 -0.1213 0.0154 0.12
C -2.0067 2.1616 3.1495 -0.2620 -0.2106 -0.2390 -0.20
H 2.3165 -3.6383 -3.1974 0.0132 0.0409 -0.0279 0.09
H -2.6298 -1.9327 -1.9500 -0.0396 -0.0108 0.0364 0.09
H -1.2734 4.5334 -0.6372 0.0346 -0.0631 0.1043 0.10
O 0.0939 -0.8022 -0.3558 0.1093 0.6085 1.2708 -0.36
H -2.1248 -0.4700 1.7187 0.0198 0.0160 -0.1845 0.10
C -0.7087 4.0582 0.1689 -0.0296 0.4923 0.0235 -0.10
H 0.9621 -4.6435 -2.6938 -0.0588 -0.0403 -0.0418 0.10
C -0.5503 0.6632 4.6479 -0.3057 0.4649 0.6087 -0.25
H 0.6680 -3.2371 -3.7212 -0.0214 -0.0109 -0.0253 0.08
C 1.2651 -3.6149 -2.8973 0.1019 -0.3789 -0.3252 -0.10
H 0.2404 1.4211 4.6284 -0.1099 -0.0751 0.0555 0.11
C 2.2520 -0.5261 -3.6496 0.2449 0.0252 -0.2918 -0.09
H 1.3049 -4.2809 -0.2514 0.0279 0.0039 0.1535 0.10
H 3.1598 0.6986 -1.3843 0.0325 0.0748 -0.0107 0.05
N -0.2341 -0.3373 3.6254 0.7205 0.1836 -0.6664 0.00
N 1.0667 -2.8199 -1.7106 -0.6875 1.5192 0.3268 -0.31
H -3.6890 1.0913 2.3187 0.0516 0.0067 -0.1180 0.13
H -1.2608 4.1745 1.0989 0.0277 -0.0462 -0.0096 0.08


3.
18
Properties=species:S:1:pos:R:3:forces:R:3:lowdin_charge:R:1 method="wB97M-V/def2-TZVPD" smiles="C[Si](C)(C)N1C=C1" total_energy_ha=-541.2081 e_above_lowest_kj_mol=454.7 lumo_ev=1.01
N 1.6092 0.3515 0.8247 -3.6999 0.7912 0.1702 -0.15
H 0.3979 -0.5744 -1.9751 1.8649 -0.4781 -0.6529 0.01
C -1.4556 1.6175 0.6666 -0.7773 0.0101 0.1739 -0.20
H -1.4602 2.1020 1.6435 0.8000 -0.3554 0.2224 0.02
C 2.6474 -0.5897 0.5029 -0.4603 2.9878 -2.3088 -0.13
H 3.1504 1.2774 -0.7209 0.8439 1.3845 -1.1898 0.06
C -0.9284 -1.5534 0.8519 -2.4572 -0.0070 -0.1900 -0.21
C -0.4355 -0.0104 -1.6947 -0.2166 -0.3802 1.8730 -0.18
H -2.0599 -1.6752 1.1644 2.1988 0.2472 -0.8693 0.08
H -1.2119 -0.5802 -2.0971 -1.7677 -1.0011 -0.2729 0.01
H -2.5305 1.3805 0.5997 0.1995 -0.4265 -0.3485 0.03
H -1.3414 2.4323 -0.0449 0.3240 0.0058 -0.2345 0.02
H 2.8067 -1.5884 0.6231 0.7552 -2.3181 0.5385 0.06
C 2.7323 0.5169 -0.1770 -0.7234 -2.9002 2.0999 -0.07
H -0.3572 -1.8078 1.6920 0.7896 -0.1475 1.6021 -0.01
H -0.6334 -2.3147 0.1292 -0.4137 -0.0442 -0.2709 0.02
Si -0.4189 0.1045 0.1682 2.3654 0.6568 0.6852 0.64
H -0.5111 0.9116 -2.1563 0.3750 1.9749 -1.0276 0.00


4.
87
Properties=species:S:1:pos:R:3:forces:R:3:lowdin_charge:R:1 method="wB97M-V/def2-TZVPD" total_energy_ha=-11140.3569 e_above_lowest_kj_mol=130.2 total_charge=+2 lumo_ev="-8.25 / -8.25" spin_multiplicity=2
C -2.2220 -1.4447 2.8084 -0.2091 -0.1254 0.2103 -0.25
H -3.1145 -5.8432 -2.0867 -0.0098 -0.0108 -0.0782 0.03
N 1.2061 5.0091 -0.6801 -0.1130 -0.1055 -0.0337 0.23
C -0.6248 1.6336 -3.6319 -0.2150 -0.0334 -0.1101 -0.13
C 0.8480 3.0439 3.0075 0.1339 0.1592 -0.0905 -0.12
C 3.3032 -1.2276 2.6694 -0.0934 -0.1476 0.1910 -0.10
H -3.0977 1.4125 1.8313 -0.0553 0.0506 0.0115 0.01
H 4.5265 3.7575 2.0610 -0.0425 -0.0104 0.0299 0.12
H 5.0898 -2.3305 3.0930 -0.0664 0.0023 0.0240 0.12
H 4.4991 2.0411 -1.5818 -0.0719 -0.0546 0.0377 0.14
H 0.8122 5.0563 3.7570 0.0100 -0.0152 -0.0083 0.12
C -3.4189 -1.7058 -2.4277 -0.2046 0.0624 -0.1872 -0.21
C 1.6128 2.0391 2.4098 0.3482 0.3318 -0.2818 -0.36
H -1.2624 -3.9959 1.3942 0.0370 0.0171 0.0370 0.00
H -3.9223 -2.4656 0.5561 0.0097 -0.0572 0.0321 0.01
H -1.8971 0.0682 5.7986 0.1003 0.0338 0.0341 0.04
C 1.4070 4.2874 3.2814 -0.0099 -0.0637 -0.0114 -0.05
H -3.1936 -1.6091 3.2818 0.0537 0.0121 -0.0210 0.05
F -0.3312 4.8406 -6.1664 -0.0548 -0.0954 -0.0473 0.18
C -0.7310 2.4994 -5.9153 0.0171 -0.0158 -0.0314 0.00
C 1.2946 -2.0274 3.7454 0.2772 -0.1104 0.0124 -0.16
C 3.4960 3.5531 2.3257 -0.0475 -0.0456 -0.0027 -0.05
H 2.6545 -1.5778 -0.1794 0.0173 0.0063 0.0140 0.05
C -0.1984 -3.9537 1.1958 -0.1503 0.0168 0.0250 -0.31
C -0.4236 3.8076 -5.3631 -0.0118 -0.0722 -0.0863 -0.12
C 2.9466 2.3079 2.0661 -0.0680 0.1443 0.1460 -0.12
F -0.6496 0.6017 -2.7825 -0.0513 -0.0499 -0.0525 0.09
H -3.0881 -1.6743 -3.4688 -0.0008 0.0583 0.0933 0.03
C -1.0053 0.3413 5.2269 0.0138 0.0624 0.4201 -0.21
C -0.7862 1.4147 -4.9468 0.0121 0.0569 0.0586 -0.12
H 3.1653 5.5042 3.1620 -0.0213 -0.0267 -0.0425 0.12
F 0.0061 5.2324 -3.6236 -0.0023 -0.1082 0.2286 0.16
N -0.9582 4.1807 -9.0256 0.0114 -0.1150 0.1006 0.26
C -0.9411 3.3747 -8.2060 -0.0237 -0.1765 -0.0122 -0.13
C -0.2243 3.1365 -1.7493 0.3989 0.1742 1.4423 -0.13
C -3.7266 -3.4650 0.1677 -0.2298 -0.0602 0.2140 -0.20
C 2.0244 -3.0341 4.3673 -0.0047 0.0483 -0.0153 -0.06
H -4.5040 -1.5747 -2.4094 0.1024 0.0208 -0.0155 0.04
C 4.0247 -2.2445 3.2745 -0.0395 0.0232 -0.0059 -0.04
Ge -2.9361 -3.3886 -1.5957 -0.0133 0.1017 -0.0168 0.75
H -0.7137 1.3561 5.4967 0.0124 -0.0409 0.0624 0.03
H -4.4838 -4.9808 -2.7986 0.0670 -0.0195 -0.0003 0.04
Ge -1.4760 0.2605 3.3646 0.2567 -0.3591 -0.5794 0.71
F -0.9838 0.1834 -5.3601 -0.0006 -0.0293 -0.0586 0.17
Ge 0.8124 0.3195 2.3075 -0.2546 0.2917 0.9649 0.96
C -2.6781 1.6505 2.8052 -0.1737 0.3000 0.0565 -0.24
H 1.5313 -3.7273 5.0385 0.0288 0.0336 -0.0271 0.12
H 0.2344 -1.9518 3.9452 0.0280 -0.0306 0.0093 0.05
C -0.9607 -3.4455 -1.6299 0.1147 0.1182 0.0887 -0.54
C -1.2500 1.0133 -7.8034 -0.0538 0.2182 0.0217 -0.13
C 0.5068 4.2491 -1.1886 -0.1921 -0.1339 -0.0803 -0.17
H 3.8276 -0.5291 2.0337 -0.0078 0.0252 -0.0266 0.08
H -0.6488 -4.4874 -1.7120 0.1567 0.0173 0.0063 0.03
N -1.5120 0.0021 -8.2817 0.0557 0.0822 0.0080 0.25
C 3.8545 1.2567 -1.2125 -0.1368 0.2502 -0.0202 -0.11
Pd -0.2786 -0.4016 0.1757 -0.2919 0.4601 -0.3002 0.45
N 2.5652 1.4883 -0.9039 -0.2765 0.1374 -0.0792 0.01
H 3.9579 -3.9257 4.6108 -0.0196 0.0256 -0.0345 0.12
C 2.7272 4.5388 2.9415 0.0169 -0.0243 -0.0073 -0.05
N -1.1212 1.5953 0.1187 0.1665 -0.2234 0.0226 0.13
C -0.3628 2.9314 -3.0886 -0.1357 0.2067 -0.6282 -0.01
H 2.0981 2.3837 -0.9131 0.0966 -0.0653 0.1297 0.12
H -3.4808 1.6716 3.5478 -0.0026 0.0608 -0.0937 0.04
H 0.3521 -3.6207 2.0695 0.0430 -0.0247 0.0063 0.00
C -3.4056 -4.9433 -2.6312 -0.1857 -0.1688 -0.1757 -0.21
C -0.6626 2.2122 -0.7405 -0.1098 1.0046 -0.9556 -0.12
I 5.8529 -1.0936 -1.1490 0.2296 -0.1422 -0.0383 0.97
C 2.8783 -0.5699 -0.4835 0.0053 0.0569 -0.0481 -0.25
C -0.2419 4.0047 -4.0480 0.1809 -0.0669 0.1589 -0.13
H -3.1485 -4.0312 0.8954 -0.1047 0.0036 -0.0129 0.01
H -2.9102 -4.9368 -3.6032 -0.0142 -0.0474 0.0438 0.03
H -0.1879 2.8655 3.2667 0.0164 0.0018 0.0208 0.06
H -2.2165 2.6362 2.7674 -0.1112 -0.0312 -0.0263 0.02
C 4.0959 -0.0705 -0.9560 -0.1411 -0.0296 0.0946 -0.78
H 0.1740 -4.9198 0.8656 0.0011 -0.0287 0.0110 0.05
H -2.3826 -1.4282 1.7322 -0.0164 -0.0666 -0.1589 -0.02
H -1.5726 -2.2799 3.0577 -0.0724 -0.0583 -0.0449 0.00
N 1.9451 0.3827 -0.4426 0.0235 -0.5418 -0.0071 -0.03
C 1.9237 -1.1074 2.8970 0.3587 -0.4082 -0.0856 -0.34
Se 0.1927 -2.7200 -0.2369 0.5976 -0.7479 -0.2369 0.94
H -0.6473 -2.9326 -2.5402 0.1199 -0.0477 -0.0148 0.02
C 3.3865 -3.1435 4.1262 0.0129 0.0037 -0.0074 -0.04
H -2.9712 -0.8786 -1.8763 0.0428 0.1320 -0.0074 0.00
H -4.6894 -3.9693 0.0543 0.0285 0.0507 0.0764 0.04
C -0.9572 2.3070 -7.2420 -0.0340 -0.0810 -0.3399 -0.08
H 3.5638 1.5473 1.6038 -0.0132 0.0002 0.0274 0.08
H -0.1968 -0.3426 5.4792 -0.0449 0.0537 0.0739 0.02


5.
11
Properties=species:S:1:pos:R:3:forces:R:3:lowdin_charge:R:1 method="wB97M-V/def2-TZVPD" total_energy_ha=-430.6919 e_above_lowest_kj_mol=601.3 lumo_ev=-0.98
C -0.6578 -0.2889 -0.4150 -3.8556 0.6458 0.9326 -0.43
H 1.7015 -2.3069 2.0631 -0.5733 2.2045 -4.5838 0.23
C 0.4904 0.1890 0.1671 4.6432 1.2988 0.5454 -0.32
O -1.0134 -1.4115 -0.4261 -1.3765 -1.8394 -0.9309 0.15
H -0.7739 2.8401 -1.0464 0.1495 -1.1366 1.3976 0.16
N 0.5868 1.5642 -0.0709 3.7052 -0.4879 1.8514 0.16
H 0.0595 -1.9833 1.1326 4.2470 0.1837 -2.0783 0.20
N 1.4347 -0.4739 0.7546 -0.3048 1.2430 0.0480 0.00
N 1.2987 -1.7837 0.7883 -3.8609 -3.7763 6.7006 -0.06
C -0.5027 1.8998 -0.4683 -5.1975 1.4610 -3.3967 -0.15
O -1.5126 0.8496 -0.5935 2.4237 0.2034 -0.4859 0.06


6.
39
Properties=species:S:1:pos:R:3:forces:R:3:lowdin_charge:R:1 method="wB97M-V/def2-TZVPD" smiles="CC[C@H](C)[C@@H]1OS(=O)(=O)O[C@@H]1P(=N)(O)O.O=C1OC[C@@H](F)O1" total_energy_ha=-1924.5048 e_above_lowest_kj_mol=0.0 lumo_ev=0.11
C 0.4092 0.2720 1.2519 0.0291 -0.0665 0.0581 -0.31
H 1.7972 -3.1107 -5.5533 0.0039 0.0259 -0.0532 0.14
O -0.8563 2.2774 2.0843 0.0768 -0.0522 0.1669 -0.17
O -2.8516 3.3848 2.9430 0.0621 0.0397 -0.0823 -0.21
O 1.1254 -1.6598 -3.2579 0.0554 0.1365 0.0064 0.12
S -2.0971 3.1940 1.7589 -0.1220 0.0579 -0.0278 0.60
H -4.2850 -0.4808 0.1083 -0.0097 0.0345 -0.0336 0.08
C 1.2831 0.5611 2.5001 -0.0486 0.0805 -0.0285 -0.19
H 2.7388 -1.6627 -6.0264 0.0208 0.0341 0.0301 0.14
C -0.6482 1.3524 0.9806 -0.0420 -0.1553 0.1157 -0.26
N -1.9458 -1.3560 2.5073 -0.1076 0.2823 0.0968 -0.12
H 3.2866 0.4336 3.2866 -0.0244 -0.0265 -0.0053 0.07
H -0.1326 -0.6478 1.4671 0.1079 0.0027 -0.0719 0.09
O 2.7522 -2.3927 -1.8757 -0.0065 -0.0186 -0.0404 0.19
C 2.7511 0.1633 2.3753 -0.0192 -0.0826 -0.0152 -0.11
O -3.8756 -1.0715 0.7508 -0.0578 0.0015 0.1568 -0.14
H 2.8684 -0.9123 2.2286 -0.0026 0.0209 -0.0068 0.08
O -3.8428 0.4718 2.7886 0.0738 -0.1291 0.1316 -0.12
O -1.7189 4.3023 0.9541 0.0048 -0.0620 0.0262 -0.21
F -0.1383 -1.6583 -5.1238 -0.0154 -0.0719 -0.0119 0.07
H 0.5032 -0.0695 -0.8864 0.0323 -0.0268 0.0077 0.08
P -2.8964 -0.3739 1.8286 -0.0377 0.0316 -0.2903 0.53
C 1.0751 -1.3166 -4.6247 0.0716 0.0464 0.0721 -0.31
H 1.2190 1.6146 2.7742 0.0901 0.0139 -0.0809 0.11
H -2.1184 -1.5430 3.4855 0.0574 -0.1776 -0.0503 0.01
C 2.1955 -2.1497 -5.2231 -0.0355 -0.0393 0.0051 -0.05
H -2.1751 0.5597 -0.3214 0.0208 -0.0729 0.0517 0.14
H 1.8216 -0.8132 -0.0046 0.0036 0.0219 0.0039 0.07
O 3.0636 -2.3475 -4.1079 -0.0067 -0.0656 0.0286 0.07
C -2.0906 0.8993 0.7130 0.2596 0.0423 -0.1843 -0.27
H -4.7128 0.7044 2.4509 -0.0209 0.1139 -0.0450 0.09
H 1.8229 0.9352 -0.2795 -0.0269 0.0087 0.0108 0.09
C 2.3595 -2.1660 -2.9675 -0.0008 -0.0404 0.0075 -0.54
H 0.8444 0.0129 3.3370 -0.0425 0.0866 0.0111 0.11
H -0.3325 1.9542 0.1218 -0.0389 0.0738 0.0421 0.15
H 3.2469 0.6655 1.5437 -0.0143 0.0104 0.0293 0.07
C 1.1919 0.0727 -0.0477 -0.0632 0.0491 -0.0181 -0.06
O -2.8338 2.1376 0.7877 -0.1474 -0.1185 0.0332 -0.21
H 1.1963 -0.2368 -4.7282 -0.0792 -0.0095 -0.0460 0.17